(1)
Here is a molecular structure, C2H6IOS at a distorted geometry from OMol25. Energies are from ωB97M-V/def2-TZVPD.

XYZ file:
```
11
Properties=species:S:1:pos:R:3:forces:R:3
C -0.09752 -0.40188 -1.40864 -2.20 -1.54 1.31
C -0.35180 -0.18971 1.43045 1.36 1.23 -0.15
O -0.41167 2.47860 -0.18432 1.78 -3.73 0.39
S 0.48559 0.50233 0.01265 -0.18 3.80 -1.48
I 2.89594 0.09420 -0.00398 -1.01 0.28 0.23
H -1.19635 -0.40566 -1.19149 0.55 0.41 -0.40
H 0.11021 -1.49250 -1.24398 0.58 1.03 -0.70
H 0.02472 0.07444 -2.37876 0.68 -0.06 0.24
H -0.48965 0.69057 2.02809 -0.31 0.45 0.46
H 0.28739 -0.86504 1.95517 0.02 -0.93 0.08
H -1.25686 -0.48534 0.98482 -1.27 -0.93 0.02
```
Forces are in eV/Å.

Properties
**Energy above the lowest of the compared OMol25 structures with the same formula, charge and spin**: 105.11 kcal/mol
**Total energy**: -23141.3950 eV
**Kohn-Sham gap (alpha / beta)**: 0.2879 / 0.2864 hartree
**Net charge**: +1

(2)
Here is 2 unconnected molecules or ions with the total composition C2H6N2 at a distorted geometry from OMol25. Energies are from ωB97M-V/def2-TZVPD.

XYZ file:
```
10
Properties=species:S:1:pos:R:3:forces:R:3
C -2.17956 -0.69004 -1.37238 -2.55 -1.39 -1.42
N -3.35327 -0.80880 -0.89046 -0.03 1.21 -3.61
H -2.27468 -0.61138 -2.51953 1.14 0.21 1.67
H -1.28337 -0.95785 -0.85306 0.90 0.49 0.23
H -3.59343 -0.90708 0.03052 0.52 -0.54 3.12
C 2.16923 0.66421 1.28150 -0.24 -1.06 -0.83
N 3.33249 0.97790 0.85360 -0.11 0.90 -0.90
H 1.30643 0.74239 0.60207 0.01 0.58 0.12
H 1.95257 -0.00639 2.10690 0.11 -0.02 0.82
H 4.09993 0.71161 1.43636 0.24 -0.38 0.80
```
Forces are in eV/Å.

Properties
**Energy above the lowest of the compared OMol25 structures with the same formula, charge and spin**: 43.15 kcal/mol
**Expectation value of S²**: 0.751
**Total energy**: -5147.7411 eV
**Kohn-Sham gap (alpha / beta)**: 0.1227 / 0.3697 hartree
**Net charge**: -1
**2S+1**: 2

(3)
Here is a single C2H6N2 molecule at a distorted geometry from OMol25. Energies are from ωB97M-V/def2-TZVPD.

XYZ file:
```
10
Properties=species:S:1:pos:R:3:forces:R:3
C -0.29635 -0.71423 -0.34678 0.40 -5.81 -1.86
C 0.02544 0.70455 0.29085 1.14 4.26 -1.32
N 0.60632 1.79983 -0.42069 -3.72 0.00 -1.83
N -0.95280 -1.82252 0.20350 -0.89 3.05 -2.06
H 0.73548 -1.08814 -0.53318 0.06 0.64 0.26
H 0.88808 0.87876 0.80657 1.51 -2.43 4.34
H -1.02439 0.79156 0.55508 0.16 1.40 0.34
H 1.62122 1.91999 -0.41267 -0.06 -1.01 0.34
H -0.77702 -0.57797 -1.30775 0.16 0.55 -0.50
H -0.82598 -1.89183 1.16506 1.24 -0.65 2.29
```
Forces are in eV/Å.

Properties
**Energy above the lowest of the compared OMol25 structures with the same formula, charge and spin**: 197.01 kcal/mol
**Total energy**: -5143.3765 eV
**Kohn-Sham gap**: 0.1912 hartree